[1]
Entry from the OMol25 dataset: C36H92N2O11S9 as an isolated structure in a non-equilibrium geometry (wB97M-V/def2-TZVPD).

The geometry in XYZ format:
```
150
Properties=species:S:1:pos:R:3:lowdin_charge:R:1
C -3.3318 -1.3618 2.1261 -0.24
S -2.3868 -2.7634 1.3633 1.12
O -1.8847 -2.2185 0.0327 -0.60
C -0.9284 -2.6475 2.4375 -0.31
H -3.2286 -1.4775 3.2050 0.04
H -4.3758 -1.5146 1.8528 0.07
H -2.9248 -0.3692 1.9333 -0.03
H -1.2429 -3.0228 3.4113 0.06
H -0.5659 -1.6206 2.3912 0.01
H -0.0811 -3.2356 2.0849 -0.15
C 1.5739 0.6266 4.0841 -0.34
S 1.6838 2.2703 3.2121 0.95
O 1.2476 3.2912 4.3037 -0.42
C 3.5338 2.3111 3.1607 -0.18
H 1.8868 -0.2391 3.5003 0.03
H 0.5377 0.4478 4.3711 0.01
H 2.1444 0.6831 5.0112 0.12
H 3.8172 3.2646 2.7150 0.04
H 3.9444 1.4617 2.6147 -0.04
H 3.9567 2.2759 4.1647 0.08
C -2.2019 0.9623 3.4992 -0.35
S -3.3692 0.4207 4.7922 0.99
O -4.6138 -0.3112 4.2763 -0.58
C -2.2307 -0.8646 5.3899 -0.28
H -2.3226 1.9500 3.0543 0.03
H -1.9713 0.2012 2.7537 0.02
H -1.3549 1.3233 4.0826 0.10
H -1.3378 -0.3623 5.7622 0.07
H -1.9014 -1.4431 4.5269 0.00
H -2.6639 -1.4924 6.1686 0.08
C -1.2844 -0.3253 0.0731 -0.27
S 0.3472 -0.7105 0.8764 0.94
O 1.3498 -0.2472 -0.1726 -0.52
C 0.4121 0.5269 2.2476 -0.31
H -2.0491 -0.2699 0.8478 -0.01
H -1.4034 -1.1285 -0.6541 -0.05
H -1.2681 0.6285 -0.4542 0.01
H -0.3636 0.1058 2.8871 -0.15
H 0.2276 1.5897 2.0906 0.05
H 1.3115 0.3687 2.8428 -0.09
C 4.4459 3.0410 0.5913 -0.20
S 4.0243 1.2209 0.4618 1.01
O 4.6424 0.5279 1.6793 -0.56
C 2.2279 1.4533 0.7297 -0.38
H 3.9703 3.4956 1.4604 0.02
H 4.1520 3.5011 -0.3521 0.01
H 5.5058 3.0789 0.8427 0.07
H 1.6780 2.1021 0.0480 0.01
H 1.9449 1.9492 1.6583 -0.06
H 1.7612 0.4726 0.8215 -0.06
C -0.3827 3.3632 2.9690 -0.33
S -0.5070 4.5191 1.5911 0.96
O 0.4856 5.6868 1.8063 -0.57
C 0.1829 3.4897 0.2182 -0.29
H 0.5616 2.8303 3.0802 -0.22
H -1.3017 2.7867 2.8624 0.00
H -0.5761 3.9438 3.8710 0.10
H 1.1839 3.1590 0.4950 0.06
H 0.2315 4.0737 -0.7009 0.11
H -0.4858 2.6354 0.1134 0.04
C -3.1777 3.2369 1.1551 -0.21
S -3.2437 1.4344 0.8807 1.10
O -1.9829 0.9115 1.5547 -0.77
C -4.5818 1.0058 2.0383 -0.23
H -2.2466 3.6786 0.8001 -0.03
H -3.2821 3.3800 2.2306 0.06
H -4.0368 3.7652 0.7416 0.08
H -4.7726 -0.0673 2.0487 0.02
H -5.4819 1.5579 1.7678 0.08
H -4.4617 1.3165 3.0761 0.02
C 1.4795 -1.9543 3.2072 -0.16
S 0.3921 -1.1071 4.4573 1.06
O -0.7841 -0.5294 3.6897 -0.71
C -0.3032 -2.6904 5.1574 -0.20
H 0.9985 -2.8242 2.7602 -0.15
H 2.3453 -2.3645 3.7272 0.12
H 1.8107 -1.2770 2.4201 0.05
H -0.0582 -3.5927 4.5971 0.06
H -1.3748 -2.6073 5.3390 0.03
H 0.1372 -2.7372 6.1533 0.07
C 2.8272 -4.5578 0.6364 -0.21
S 1.1491 -3.9835 0.8784 1.10
O 0.8696 -3.9188 2.3464 -0.47
C 1.2330 -2.2379 0.3276 -0.41
H 3.4768 -4.0300 1.3346 0.07
H 3.2733 -4.4961 -0.3562 0.08
H 2.8332 -5.5749 1.0286 0.06
H 1.6043 -2.0729 -0.6838 0.12
H 1.8370 -1.6294 1.0007 0.08
H 0.1831 -1.9495 0.3796 -0.05
C 2.6754 2.8676 -1.5183 -0.05
C 2.1093 2.7404 -3.0354 -0.39
C 2.3156 1.3931 -3.6578 -0.07
C 1.2633 0.2506 -3.3190 -0.14
C -0.1942 0.6830 -3.3104 -0.22
C -0.3695 2.0002 -2.5585 -0.34
N 0.6110 2.9903 -3.0259 -0.06
O 0.2234 4.3128 -2.5912 -0.03
C -1.8473 2.4433 -2.9528 0.01
C -0.2114 1.8353 -1.0332 -0.09
C 2.8357 3.7716 -3.9513 -0.03
H 3.7173 3.1871 -1.5002 0.05
H 2.6692 1.8462 -1.1377 0.02
H 2.1836 3.5382 -0.8135 0.09
H 2.4979 1.4291 -4.7318 0.11
H 3.2690 1.0529 -3.2536 0.12
H 1.5471 -0.0198 -2.3019 0.13
H 1.3934 -0.5863 -4.0052 0.08
H -0.7255 -0.1125 -2.7878 0.08
H -0.5701 0.8884 -4.3127 0.17
H -2.6295 1.7235 -2.7115 0.08
H -2.1547 3.3518 -2.4350 0.07
H -2.0266 2.7874 -3.9714 0.08
H 0.4702 1.0415 -0.7275 0.09
H 0.0952 2.7397 -0.5075 -0.17
H -1.1773 1.6315 -0.5713 0.07
H 3.9143 3.7774 -3.7940 0.08
H 2.4667 4.7688 -3.7117 0.07
H 2.7006 3.6461 -5.0256 0.08
H -0.1577 4.6674 -3.3979 0.11
C -2.0325 -4.0798 -5.3683 -0.05
C -0.7325 -3.9519 -4.5994 -0.48
C 0.2067 -3.1541 -5.5362 -0.13
C -0.0458 -1.6450 -5.4890 -0.11
C 0.0506 -1.3130 -4.0134 -0.26
C -0.9155 -1.9256 -2.9778 -0.33
N -0.7506 -3.4071 -3.2035 -0.05
O -1.6356 -4.1736 -2.3408 -0.02
C -0.4751 -1.5397 -1.5007 -0.14
C -2.3354 -1.4326 -3.2954 0.02
C -0.1149 -5.4069 -4.4898 -0.04
H -2.8248 -4.3608 -4.6744 0.09
H -1.8262 -4.7487 -6.2039 0.08
H -2.3024 -3.1088 -5.7836 0.07
H 1.2530 -3.4114 -5.3712 0.12
H -0.0698 -3.4229 -6.5557 0.11
H -0.9785 -1.2445 -5.8864 0.12
H 0.7272 -1.1092 -6.0400 0.12
H 0.1673 -0.2398 -3.8631 -0.11
H 1.0005 -1.5791 -3.5496 0.12
H -1.0158 -2.1869 -0.8101 -0.05
H 0.5691 -1.6959 -1.2300 0.06
H -0.7111 -0.4909 -1.3206 0.06
H -2.8778 -1.7754 -4.1765 0.08
H -2.9573 -1.7032 -2.4420 0.09
H -2.4046 -0.3485 -3.3856 0.07
H -0.6103 -5.9549 -3.6884 0.07
H 0.9660 -5.4742 -4.3665 0.07
H -0.2902 -6.0011 -5.3866 0.07
H -1.0226 -4.2600 -1.6070 0.07
```

Calculated values
DFT total energy (Eh): -5944.12455
LUMO (eV): -0.1
HOMO-LUMO gap (eV): 6.00
Total charge: 0

[2]
Entry from the OMol25 dataset: one molecule with the formula C6H8N4O2S in a non-equilibrium geometry (wB97M-V/def2-TZVPD).

The geometry in XYZ format:
```
21
Properties=species:S:1:pos:R:3:lowdin_charge:R:1
N 3.4848 -2.2400 -0.2601 0.09
N 2.5049 -1.2099 -0.2074 -0.02
C 2.3528 -0.3826 0.7787 -0.33
O 3.6204 -0.1895 1.4087 0.07
C 1.2192 0.2842 1.2227 0.00
C 0.1068 0.1703 0.4359 -0.43
O 0.1368 -0.4985 -0.7375 -0.07
N -1.0875 0.7747 0.7076 0.08
C -2.0578 0.8837 -0.3425 -0.48
N -2.0493 0.6759 -1.5897 0.07
C -3.4628 0.6871 -2.0561 -0.18
C -4.3552 1.0931 -1.1221 -0.48
S -3.6709 1.7707 0.3547 0.88
H 3.4089 -2.5296 0.6940 0.08
H 4.3146 -1.7041 -0.3675 0.07
H 1.5106 -1.5597 -0.4264 0.15
H 3.3165 0.3813 2.0692 0.05
H 1.3414 1.0270 2.0868 0.14
H -1.4657 1.1094 1.6092 0.13
H -3.7840 0.1529 -3.0948 0.15
H -5.3841 1.3037 -1.1634 0.03
```

Calculated values
SMILES: NN/C(O)=C\C(=O)Nc1nccs1
ΔE to the lowest compared entry with this formula, charge and spin (kcal per mole): 78.50
DFT total energy (Eh): -1000.99821
LUMO (eV): 0.4
HOMO-LUMO gap (eV): 8.76
Total charge: 0

[3]
Entry from the OMol25 dataset: CH2O2S as an isolated structure in a non-equilibrium geometry (wB97M-V/def2-TZVPD).

The geometry in XYZ format:
```
6
Properties=species:S:1:pos:R:3:lowdin_charge:R:1
C -1.2364 0.1390 -0.1123 -0.07
O -2.3680 0.0658 -0.1434 0.16
O 0.7104 1.1825 0.3100 -0.72
S 1.5140 0.0489 -0.1953 0.75
H -0.2277 -0.6367 -0.6144 0.03
H 1.6076 -0.7995 0.7554 -0.14
```

Calculated values
ΔE to the lowest compared entry with this formula, charge and spin (kcal per mole): 90.66
DFT total energy (Eh): -587.84230
LUMO (spin up / spin down) (eV): -0.2 / -0.2
HOMO-LUMO gap (spin up / spin down) (eV): 9.05 / 9.05
Total charge: 0

[4]
Entry from the OMol25 dataset: C29H47Ge2NP2SSc as an isolated structure in a non-equilibrium geometry (wB97M-V/def2-TZVPD).

The geometry in XYZ format:
```
83
Properties=species:S:1:pos:R:3:lowdin_charge:R:1
Sc 0.0494 -0.0575 0.0938 0.64
C -1.6863 -4.5546 2.6013 -0.14
C -0.6963 -3.6972 1.7981 -0.38
Ge -1.2506 -1.8160 1.8367 0.77
C -3.0496 -1.6032 1.0446 -0.37
C -3.5222 -0.1574 1.0715 -0.18
C -1.3670 -1.3498 3.7329 -0.21
C -1.1471 -0.1038 4.1587 -0.42
Ge -0.7424 1.0083 2.6627 1.01
C 3.1430 0.7216 1.8644 -0.17
C 3.3578 -0.2036 3.0524 -0.05
C -1.9006 2.5807 2.5078 -0.39
C -1.3880 3.8190 3.2672 -0.14
C -1.2117 0.4484 5.5281 -0.26
C -2.0200 -0.1160 6.5129 -0.02
C -2.0521 0.4264 7.7880 -0.04
C -1.2764 1.5364 8.0971 -0.05
C -0.4636 2.1079 7.1290 -0.06
C -0.4407 1.5603 5.8555 -0.09
H -1.4192 -5.6099 2.5333 0.09
H -2.7094 -4.4558 2.2349 0.07
H -1.6826 -4.2967 3.6599 0.06
H -0.6495 -4.0467 0.7713 0.00
H 0.3105 -3.7799 2.2114 0.07
H -3.7338 -2.2452 1.6031 0.08
H -3.0371 -1.9766 0.0238 0.02
H -3.6086 0.2199 2.0911 0.06
H -4.4938 -0.0289 0.5921 0.09
H -2.8279 0.5204 0.5350 0.03
H -1.6558 -2.1220 4.4474 0.08
H 4.0677 0.8800 1.3072 0.14
H 2.4321 0.2685 1.1625 0.06
H 4.1243 0.1710 3.7304 0.09
H 3.6998 -1.1785 2.7070 0.10
H 2.4360 -0.3486 3.6213 0.09
H -2.8864 2.2870 2.8677 0.07
H -1.9930 2.8131 1.4433 0.04
H -1.2904 3.6290 4.3338 0.06
H -2.0819 4.6515 3.1500 0.09
H -0.4134 4.1570 2.8939 0.05
H -2.6433 -0.9704 6.2781 0.12
H -2.6892 -0.0136 8.5436 0.12
H -1.3044 1.9546 9.0941 0.12
H 0.1472 2.9674 7.3715 0.11
H 0.2213 1.9954 5.1026 0.08
C -1.9414 -3.4363 -1.6484 -0.23
P -0.5007 -2.3310 -1.5767 0.80
C 0.9300 -3.4684 -1.4727 -0.23
C -0.3921 -1.7825 -3.3212 -0.41
C 0.8467 -0.9254 -3.5474 -0.41
P 0.6996 0.6295 -2.6100 0.79
C -0.4913 1.5784 -3.6235 -0.23
C 2.2891 1.4614 -2.9387 -0.24
H -1.7197 -4.2218 -2.3734 0.08
H -2.8257 -2.8914 -1.9776 0.06
H -2.1515 -3.8932 -0.6849 0.04
H 1.0348 -4.0027 -2.4188 0.07
H 0.7715 -4.1972 -0.6802 0.04
H 1.8653 -2.9494 -1.2601 0.05
H -1.3048 -1.2370 -3.5734 0.09
H -0.3721 -2.6716 -3.9552 0.11
H 0.9817 -0.6787 -4.6027 0.11
H 1.7519 -1.4452 -3.2245 0.09
H -0.2133 1.4698 -4.6734 0.07
H -0.4659 2.6422 -3.3859 0.04
H -1.5129 1.2239 -3.4914 0.05
H 2.4835 1.4456 -4.0123 0.07
H 3.1078 0.9524 -2.4296 0.05
H 2.2710 2.5013 -2.6127 0.04
S 1.1054 4.8621 -0.2006 1.24
C 0.5697 3.2954 -0.4963 -0.43
N 1.0312 2.3296 0.2868 -0.03
C 1.8965 2.8678 1.1893 -0.27
C 2.5478 2.1032 2.2627 -0.26
C 3.3956 2.9095 3.1471 0.09
C 3.5247 4.2643 3.0355 0.02
C 2.8750 4.9406 1.9896 0.08
C 2.0653 4.2400 1.0893 -0.42
H -0.1463 3.1123 -1.2862 0.07
H 1.6744 1.8075 2.8904 0.12
H 3.9336 2.3907 3.9324 0.15
H 4.1426 4.8170 3.7301 0.14
H 3.0078 6.0131 1.8840 0.15
```

Calculated values
ΔE to the lowest compared entry with this formula, charge and spin (kcal per mole): 74.96
DFT total energy (Eh): -7182.43351
LUMO (spin up / spin down) (eV): -10.9 / -10.9
HOMO-LUMO gap (spin up / spin down) (eV): 4.48 / 4.48
Total charge: +3